[1]
A structure of composition C55H40BrN3O2PbS6Se, computed with wB97M-V/def2-TZVPD.

Last column: Löwdin charge in e.
CARTESIAN COORDINATES (ANGSTROEM)
Pb 0.0132 0.4808 -1.4393  0.711
S 2.4685 1.2841 -2.1373  -0.157
S 3.5156 -0.3629 -2.7657  -0.067
S 3.6207 -1.8144 -1.3278  0.424
S 0.9313 -1.5031 0.2106  0.427
C -3.1919 5.9411 5.8862  -0.052
C -2.6091 4.9719 4.8999  -0.278
C -2.7234 3.6005 5.0830  -0.037
C -2.2090 2.7192 4.1503  -0.073
C -1.5571 3.2074 3.0352  -0.338
C -1.4192 4.5691 2.8423  -0.049
C -1.9449 5.4445 3.7728  -0.037
S -0.9550 2.0136 1.7962  0.962
O -1.5422 2.4660 0.5202  -0.521
C 0.7260 2.6842 1.7608  -0.297
C 1.1706 3.1920 0.5425  -0.094
C 2.4382 3.6899 0.4117  -0.022
C 3.3119 3.6846 1.5191  -0.150
C 4.6213 4.1950 1.4221  -0.028
C 5.4795 4.1503 2.4903  -0.091
C 5.0609 3.5789 3.6960  -0.081
C 3.7824 3.1015 3.8339  -0.019
C 2.8664 3.1604 2.7633  -0.125
C 1.5334 2.6689 2.8829  -0.157
C 1.0205 2.2096 4.1772  -0.149
C 0.8969 3.1257 5.2657  -0.111
C 1.1652 4.5019 5.1275  -0.013
C 0.9818 5.3717 6.1750  -0.080
C 0.5261 4.9088 7.4097  -0.096
C 0.2438 3.5753 7.5768  -0.041
C 0.4067 2.6606 6.5183  -0.168
C 0.0788 1.2965 6.6664  -0.014
C 0.1788 0.4418 5.5995  -0.055
C 0.6270 0.8946 4.3624  -0.268
S 0.5099 -0.3038 2.9774  0.861
O -0.2854 -1.3818 3.5717  -0.510
C 2.2272 -0.8756 3.0930  -0.382
C 3.2176 -0.2604 2.3505  -0.088
C 4.4909 -0.7991 2.3481  -0.036
C 4.7842 -1.9385 3.0848  -0.280
C 6.1572 -2.5440 3.0521  -0.058
C 3.7712 -2.5478 3.8157  -0.043
C 2.4913 -2.0294 3.8029  -0.064
H -3.8207 5.4231 6.6069  0.071
H -3.7941 6.6886 5.3701  0.078
H -2.3942 6.4572 6.4218  0.072
H -3.2237 3.2144 5.9591  0.111
H -2.3054 1.6526 4.2847  0.116
H -0.9068 4.9326 1.9634  0.124
H -1.8362 6.5102 3.6229  0.116
H 0.4746 3.2073 -0.2824  0.080
H 2.7876 4.0645 -0.5381  0.109
H 4.9349 4.6240 0.4809  0.112
H 6.4865 4.5372 2.4024  0.096
H 5.7557 3.5117 4.5220  0.098
H 3.4670 2.6696 4.7722  0.119
H 1.5142 4.8790 4.1776  0.122
H 1.1835 6.4262 6.0415  0.101
H 0.3889 5.6010 8.2303  0.096
H -0.1174 3.2070 8.5294  0.106
H -0.2783 0.9399 7.6242  0.110
H -0.1015 -0.5994 5.6777  0.108
H 2.9863 0.6053 1.7531  0.107
H 5.2594 -0.3521 1.7356  0.115
H 6.8833 -1.8318 2.6670  0.070
H 6.1563 -3.4177 2.3995  0.081
H 6.4611 -2.8638 4.0489  0.071
H 3.9834 -3.4522 4.3705  0.107
H 1.6705 -2.5225 4.3015  0.107
Br -2.0379 -2.3730 0.5404  0.727
C -1.3266 -3.7628 -0.5725  -0.570
C -2.2711 -4.6958 -0.9361  -0.176
C -1.9437 -5.7809 -1.7384  -0.112
C -0.6342 -5.9211 -2.1512  -0.068
C 0.3321 -4.9838 -1.8245  -0.179
C 1.7029 -5.2212 -2.1888  -0.068
C 2.6182 -4.2527 -2.1212  -0.118
C 2.1827 -2.8673 -1.8243  -0.688
C 0.9998 -2.8244 -0.8930  -0.671
C 0.0121 -3.8074 -1.0497  -0.254
H -3.2870 -4.5619 -0.5928  0.078
H -2.7033 -6.4959 -2.0230  0.087
H -0.3517 -6.7676 -2.7638  0.100
H 1.9774 -6.2242 -2.4942  0.101
H 3.6602 -4.4147 -2.3531  0.084
H 1.8841 -2.3994 -2.7813  0.031
N -5.7682 5.7630 -2.8820  0.054
C -4.8839 5.0381 -2.7013  -0.297
C -3.8340 4.1431 -2.5042  -0.300
C -4.0777 2.8427 -2.0068  -0.063
C -3.0507 1.9376 -1.9760  -0.218
N -1.8006 2.2237 -2.3586  -0.160
C -1.5421 3.4848 -2.7258  -0.218
C -2.4971 4.4608 -2.8316  -0.070
H -5.0698 2.5642 -1.6867  0.093
H -3.2161 0.9186 -1.6568  0.094
H -0.5076 3.6851 -2.9755  0.095
H -2.2418 5.4515 -3.1839  0.090
Se -0.6016 -1.3299 -3.4605  0.622
C -0.7594 -0.4503 -5.1397  -0.637
C -0.4704 -1.1824 -6.2913  -0.143
C -0.6536 -0.5861 -7.5193  -0.196
N -1.0871 0.6578 -7.6834  0.019
C -1.3409 1.3526 -6.5821  -0.169
C -1.2004 0.8597 -5.2992  -0.097
H -0.1123 -2.1972 -6.2013  0.084
H -0.4469 -1.1317 -8.4337  0.087
H -1.6874 2.3680 -6.7458  0.098
H -1.4330 1.4687 -4.4402  0.064

Its frontier orbital gap (spin up / spin down) is 0.1600 / 0.1110 hartree. As for the charge: -2. The value obtained for the LUMO energy (spin up / spin down) is 3.21 / 3.21 eV. Its strongest force on any atom is 1.60 eV/Å. The spin multiplicity is 1.

***

[2]
A structure of composition C40H79I2LiN5NaO11P2S, computed with wB97M-V/def2-TZVPD.

Last column: Löwdin charge in e.
CARTESIAN COORDINATES (ANGSTROEM)
C -0.3530 -3.6176 -2.7959  -0.091
C 0.6949 -3.7850 -1.6650  -0.253
C 0.0500 -3.6719 -0.2756  -0.226
C 1.0859 -4.0316 0.8247  -0.209
C 2.0600 -2.8932 1.1872  -0.108
C 1.7265 -1.9299 2.3498  -0.286
C 2.8969 -0.8939 2.2856  -0.078
C 3.3902 -0.3261 3.6335  -0.163
C 2.5836 0.9378 3.9952  -0.194
C 2.9218 1.4840 5.3880  -0.175
C 2.2549 2.8219 5.6662  -0.201
O 0.8335 2.6067 5.7744  -0.211
C 0.4157 2.6179 7.1211  -0.134
C 1.5827 -2.7183 3.6954  -0.231
C 2.6458 -3.7746 4.0758  -0.642
I 2.0434 -5.8181 3.7900  0.898
C 3.1370 -3.5740 5.5936  -0.764
C 4.6364 -3.1925 5.6234  -0.172
I 3.0038 -5.4538 6.7045  0.708
C 0.0605 -3.0793 3.8391  -0.244
C -0.5585 -3.0321 5.2562  -0.106
C -0.5336 -1.6648 5.9713  -0.309
O -1.0230 -0.5600 5.2303  -0.067
C -0.6763 -2.2603 2.7322  -0.038
N 0.3736 -1.2775 2.3846  0.002
C 0.0266 -0.1302 1.4820  -0.085
C 0.4936 -0.1750 0.0380  -0.147
C 0.3213 1.2731 -0.4940  -0.164
C 0.5713 1.4170 -2.0500  -0.122
N 0.8479 2.8471 -2.4398  0.050
C 0.0915 3.8131 -1.6498  -0.405
C -1.4479 3.8806 -1.5298  0.019
O 0.7413 4.7350 -1.0289  -0.029
H -0.7729 -4.5993 -3.0223  0.074
H -1.1484 -2.9585 -2.4423  0.070
H 0.1348 -3.2227 -3.6866  0.059
H 1.0719 -4.8124 -1.7348  0.106
H 1.5708 -3.1359 -1.7674  0.105
H -0.4725 -2.7274 -0.1045  0.074
H -0.7167 -4.4586 -0.2312  0.121
H 0.5514 -4.4865 1.6558  0.034
H 1.6926 -4.8378 0.4004  0.109
H 2.9996 -3.3752 1.4722  0.113
H 2.3047 -2.3803 0.2527  0.116
H 3.7411 -1.4086 1.8254  0.128
H 2.6764 -0.0451 1.6343  0.121
H 4.4146 0.0240 3.4622  0.133
H 3.4552 -1.0439 4.4534  0.081
H 1.5008 0.8314 3.8402  0.093
H 2.9127 1.7069 3.2802  0.130
H 4.0095 1.6293 5.4049  0.129
H 2.6349 0.7241 6.1276  0.086
H 2.6054 3.2393 6.6154  0.119
H 2.4142 3.5474 4.8641  0.132
H 0.4159 3.6318 7.5480  0.094
H 1.0704 1.9908 7.7442  0.076
H -0.6096 2.2447 7.2033  0.076
H 1.6727 -1.9951 4.5241  0.106
H 3.5552 -3.6475 3.4901  0.067
H 2.4863 -2.9012 6.1574  -0.022
H 5.2094 -4.1156 5.6973  0.042
H 4.8535 -2.5851 6.5043  0.079
H 4.9036 -2.6574 4.7090  0.069
H -0.2024 -4.0969 3.5292  0.077
H 0.0096 -3.7220 5.9019  0.103
H -1.5851 -3.4043 5.2339  0.132
H -1.1385 -1.7576 6.8960  0.111
H 0.5143 -1.4312 6.3081  -0.001
H -1.1128 0.1777 5.8539  0.101
H -1.5456 -1.7399 3.1184  0.107
H -1.0895 -2.8393 1.9093  0.129
H 0.4437 -0.7993 3.2963  0.143
H -1.0566 -0.0503 1.4728  0.114
H 0.3719 0.8077 1.9229  0.134
H -0.0880 -0.8045 -0.6398  0.114
H 1.5474 -0.4087 -0.1211  0.114
H -0.6457 1.6406 -0.1460  0.098
H 1.1366 1.8364 0.0379  0.076
H 1.4517 0.8506 -2.3566  0.125
H -0.3266 1.0684 -2.5665  0.117
H 1.8764 3.0528 -2.3348  0.011
H -1.7891 4.9228 -1.4200  0.069
H -1.8549 3.3396 -0.6714  0.061
H -1.9286 3.4970 -2.4348  0.085
C -3.9495 9.3772 -0.1249  -0.276
S -3.1382 8.1064 -1.1062  0.803
O -3.6064 6.7797 -0.6139  -0.565
C -1.4922 8.3677 -0.4428  -0.263
H -5.0124 9.3598 -0.3575  0.047
H -3.8037 9.1733 0.9361  0.056
H -3.5360 10.3519 -0.3835  0.052
H -1.4973 8.2177 0.6371  0.060
H -1.1552 9.3771 -0.6787  0.056
H -0.8259 7.6430 -0.9089  0.048
O -1.5648 -1.8798 -5.7609  -0.309
P -1.1015 -1.5128 -7.1590  0.725
N -2.5195 -0.7092 -7.6996  -0.313
C -2.9083 -0.5577 -9.0874  -0.137
C -2.8223 0.5241 -6.9749  -0.136
N -1.0797 -3.1391 -7.7803  -0.351
C -2.3379 -3.7582 -8.1727  -0.129
C -0.3298 -4.0549 -6.9287  -0.155
N -0.1247 -0.9430 -8.5299  -0.291
C 0.5206 -1.8459 -9.4788  -0.131
C 0.8752 0.0511 -8.0744  -0.130
H -2.3790 0.2628 -9.5890  0.081
H -3.9799 -0.3496 -9.1403  0.086
H -2.7437 -1.4638 -9.6661  0.053
H -2.1733 1.3500 -7.2975  0.077
H -2.6877 0.3858 -5.9021  0.067
H -3.8623 0.8177 -7.1302  0.080
H -3.1237 -3.6312 -7.4184  0.087
H -2.1970 -4.8269 -8.3449  0.080
H -2.6948 -3.3577 -9.1229  0.055
H -0.9043 -4.3759 -6.0525  0.072
H 0.5902 -3.5842 -6.5694  0.074
H -0.0361 -4.9420 -7.4960  0.081
H 1.2508 -2.5101 -9.0090  0.082
H 1.0432 -1.2507 -10.2337  0.086
H -0.2108 -2.4422 -10.0165  0.073
H 1.6739 -0.4155 -7.4900  0.082
H 0.3961 0.8076 -7.4447  0.076
H 1.3209 0.5742 -8.9207  0.080
C -4.1958 -0.0797 3.8855  0.025
C -3.2005 0.4651 3.1747  -0.003
C -3.4331 1.6087 2.2775  -0.372
O -2.5123 2.1007 1.6249  0.068
C -4.8050 2.1336 2.1924  0.025
C -5.8024 1.5917 2.9012  0.025
C -5.5730 0.4440 3.8021  -0.394
O -6.4797 -0.0510 4.4513  0.094
H -4.0398 -0.9214 4.5502  0.116
H -2.1941 0.0981 3.2297  0.060
H -4.9575 2.9755 1.5285  0.127
H -6.8167 1.9656 2.8491  0.124
O 4.3864 3.1160 -0.0673  -0.349
P 4.4788 3.5728 -1.5237  -0.105
O 4.2573 5.0872 -1.6241  -0.224
O 3.3561 2.8457 -2.3096  -0.382
O 5.8650 3.2678 -2.0921  -0.226
Na 1.7183 3.2277 -0.1425  0.418
Li 1.0229 -1.8418 7.6677  0.375

Its frontier orbital gap is 0.0468 hartree. The value obtained for the LUMO energy is -2.72 eV. Its strongest force on any atom is 6.50 eV/Å. The spin multiplicity is 1.